12
Properties=species:S:1:pos:R:3:forces:R:3:mulliken_charge:R:1 method="wB97M-V/def2-TZVPD" homo_lumo_gap_ev=10.43 e_above_lowest_ev=4.056 smiles="C[C@@H](N)[N+](=O)[O-]"
C -1.072 0.767 0.141 -2.029 0.270 0.468 -1.151
C 0.114 -0.095 0.444 0.826 0.145 -1.118 0.266
N -0.088 -1.387 0.106 -1.268 -3.525 -0.708 -0.458
N 1.322 0.458 -0.491 1.103 1.870 -0.521 0.803
O 1.835 1.586 -0.305 -1.237 -2.087 0.216 -0.562
O 1.612 -0.259 -1.424 0.052 0.353 0.413 -0.517
H -1.414 0.907 -0.950 0.846 -0.846 1.579 0.311
H -1.917 0.254 0.771 1.273 1.403 -1.292 0.301
H -0.848 1.774 0.490 -0.361 0.012 0.197 0.368
H 0.495 -0.075 1.477 -0.147 0.651 -0.437 0.245
H -0.522 -1.816 -0.728 0.191 1.729 0.542 0.199
H 0.483 -2.115 0.468 0.753 0.025 0.660 0.196

---

20
Properties=species:S:1:pos:R:3:forces:R:3:mulliken_charge:R:1 method="wB97M-V/def2-TZVPD" homo_lumo_gap_ev=9.88 e_above_lowest_ev=2.002 smiles="CC[C@@H](C=O)NCN"
C -1.744 0.294 1.396 0.701 -0.348 -0.021 -1.032
C -0.231 0.546 1.661 -0.294 -0.186 -1.102 -0.688
C 0.495 0.738 0.317 -0.768 -0.853 0.080 0.180
C 1.908 1.255 0.405 -0.146 0.457 -0.189 -0.412
O 2.280 2.257 -0.153 0.112 -0.160 0.188 -0.482
N 0.575 -0.541 -0.388 0.256 0.195 0.400 -0.375
C 0.309 -0.545 -1.825 0.604 -0.346 0.148 -0.376
N -0.256 -1.788 -2.310 -0.134 0.101 0.531 -0.653
H -2.005 -0.702 1.768 -0.244 0.252 -0.012 0.278
H -1.937 0.297 0.316 -0.162 0.110 0.231 0.276
H -2.352 1.040 1.893 -0.222 0.018 -0.037 0.341
H 0.161 -0.367 2.100 0.414 0.291 0.667 0.391
H -0.090 1.449 2.248 0.158 -0.230 0.439 0.420
H -0.158 1.416 -0.236 0.434 0.421 -0.329 0.345
H 2.606 0.606 0.969 0.001 0.018 0.009 0.352
H 0.163 -1.307 0.123 -0.178 0.011 -0.195 0.277
H 1.249 -0.404 -2.364 -0.039 0.135 -0.042 0.293
H -0.320 0.307 -2.047 -0.459 0.133 -0.348 0.328
H 0.415 -2.526 -2.131 0.043 -0.061 -0.183 0.273
H -1.067 -2.025 -1.741 -0.077 0.042 -0.234 0.264

---

19
Properties=species:S:1:pos:R:3:forces:R:3:mulliken_charge:R:1 method="wB97M-V/def2-TZVPD" homo_lumo_gap_ev=10.04 e_above_lowest_ev=1.981 smiles="C=C[C@@H](C)O.CO"
C -0.528 -0.435 1.778 0.069 -0.127 -0.101 -1.027
C -0.331 -0.927 0.561 -0.043 -0.063 0.272 -0.086
C 1.019 -0.960 -0.125 -0.045 -0.329 0.061 0.426
C 0.961 -1.516 -1.542 -0.018 -0.041 -0.040 -1.384
O 1.584 0.361 -0.132 0.223 -0.001 -0.047 -0.576
H 0.266 0.061 2.337 -0.091 -0.242 -0.084 0.325
H -1.518 -0.444 2.227 0.165 0.003 -0.052 0.346
H -1.166 -1.342 -0.003 0.174 0.024 0.157 0.241
H 1.665 -1.605 0.488 0.031 0.061 -0.111 0.321
H 0.419 -0.835 -2.208 0.043 -0.089 0.164 0.294
H 1.974 -1.668 -1.938 -0.168 0.066 0.040 0.420
H 0.457 -2.487 -1.555 0.055 0.096 0.022 0.373
H 2.436 0.304 -0.589 -0.242 0.117 0.152 0.293
C -1.454 2.079 0.315 -0.237 0.239 0.106 -0.617
O -0.972 1.298 -0.758 0.223 0.287 -0.166 -0.483
H -1.600 3.117 -0.016 -0.034 -0.142 0.194 0.288
H -2.416 1.665 0.644 0.145 0.151 -0.132 0.231
H -0.790 2.076 1.195 -0.082 -0.012 -0.354 0.269
H -0.005 1.259 -0.679 -0.167 0.002 -0.081 0.345

---

59
Properties=species:S:1:pos:R:3:forces:R:3:mulliken_charge:R:1 method="wB97M-V/def2-TZVPD" homo_lumo_gap_ev="7.80 / 5.14" spin_multiplicity=2 e_above_lowest_ev=0.411 charge=+4
Tc 0.604 -0.254 0.767 1.372 0.884 0.048 0.496
N 1.985 -0.174 -3.237 0.096 -0.042 0.055 -0.017
C 1.001 0.756 -3.549 0.009 0.037 -0.274 0.662
C 0.662 1.373 -4.721 0.108 -0.112 0.097 -1.008
C -0.401 2.289 -4.638 0.024 0.012 -0.135 -0.505
C -1.083 2.571 -3.413 -0.079 0.012 0.243 -0.833
C -0.743 1.943 -2.253 -0.130 0.137 -0.052 0.002
C 0.320 1.001 -2.312 0.100 0.031 0.202 -0.043
N 0.883 0.257 -1.337 -0.427 -0.008 0.071 0.477
C 1.897 -0.443 -1.937 0.018 0.027 -0.118 0.359
C 2.690 -1.319 -1.131 0.119 0.006 -0.069 -0.681
C 3.753 -2.125 -1.428 0.002 -0.017 0.093 -0.223
S 4.297 -2.918 -0.022 -0.044 0.052 -0.071 0.063
C 3.093 -2.150 0.890 0.030 0.069 0.030 -0.229
N 2.319 -1.336 0.206 -0.241 -0.423 -0.100 0.406
H 2.663 -0.559 -3.885 -0.019 -0.005 -0.018 0.312
H 1.166 1.189 -5.662 0.015 -0.012 0.001 0.541
H -0.716 2.811 -5.535 0.019 -0.006 -0.019 0.490
H -1.873 3.310 -3.436 -0.016 -0.007 0.051 0.510
H -1.240 2.163 -1.316 -0.030 -0.015 -0.015 0.593
H 4.242 -2.299 -2.376 -0.008 0.018 -0.030 0.430
H 2.990 -2.315 1.954 -0.013 -0.029 0.011 0.421
C -5.076 -0.738 0.193 -0.037 -0.021 -0.036 -0.636
C -4.099 -0.657 -0.963 -0.007 0.029 -0.023 -0.606
N -2.724 -0.640 -0.424 0.037 -0.121 0.043 -0.099
C -2.395 -1.080 0.782 -0.116 0.025 0.091 0.544
N -1.057 -0.921 1.172 -0.529 -0.828 0.136 -0.049
C -0.629 -1.607 2.414 -0.111 0.110 -0.245 -0.289
C -1.663 -1.445 3.508 -0.059 -0.002 0.016 -0.760
C -2.943 -2.071 2.982 0.034 -0.010 -0.053 -0.592
N -3.264 -1.608 1.614 0.093 0.144 -0.135 0.039
C -4.656 -1.840 1.145 0.050 -0.076 0.016 -0.604
H -6.073 -0.955 -0.190 0.004 0.016 0.004 0.395
H -5.130 0.216 0.720 0.003 -0.006 0.012 0.315
H -4.241 0.262 -1.529 -0.020 -0.037 -0.028 0.352
H -4.201 -1.507 -1.641 -0.020 0.009 0.018 0.356
H -1.958 -0.431 -1.044 -0.015 0.052 0.017 -0.093
H 0.343 -1.131 2.734 0.081 0.027 -0.081 0.279
H -0.422 -2.654 2.185 -0.007 -0.030 0.195 0.385
H -1.806 -0.390 3.751 -0.046 0.004 -0.024 0.286
H -1.357 -1.961 4.417 0.013 0.008 -0.004 0.403
H -3.791 -1.818 3.615 0.028 0.020 0.011 0.454
H -2.861 -3.160 2.950 -0.033 0.014 0.057 0.331
H -5.288 -1.868 2.029 -0.014 0.015 -0.024 0.392
H -4.689 -2.824 0.671 -0.043 0.013 0.011 0.296
N 0.698 1.585 1.722 -0.393 -0.015 0.385 -0.470
C 2.095 1.759 1.368 -0.055 -0.108 -0.063 0.930
C 3.058 1.277 2.260 0.039 -0.003 -0.138 -0.444
C 4.398 1.437 1.948 0.020 -0.015 -0.045 -0.726
C 4.762 2.078 0.767 -0.008 -0.032 0.054 -0.609
C 3.792 2.564 -0.110 -0.034 -0.011 -0.040 -0.715
C 2.448 2.406 0.181 0.127 0.051 0.152 -0.574
H 0.627 1.490 2.737 -0.083 0.039 -0.019 0.347
H 0.074 2.354 1.478 0.239 0.076 -0.310 0.313
H 2.767 0.829 3.204 -0.032 0.023 0.029 0.484
H 5.157 1.100 2.642 0.011 0.008 0.005 0.507
H 5.810 2.232 0.544 0.005 0.007 0.000 0.507
H 4.092 3.102 -0.999 0.008 0.010 0.002 0.502
H 1.692 2.840 -0.461 -0.033 0.005 0.011 0.629

---

73
Properties=species:S:1:pos:R:3:forces:R:3:mulliken_charge:R:1 method="wB97M-V/def2-TZVPD" homo_lumo_gap_ev="6.56 / 6.14" spin_multiplicity=2 charge=+2
Pd -0.244 0.430 0.105 -0.803 0.486 -1.206 0.579
S -0.465 1.934 2.018 0.380 0.262 0.405 -0.199
C -2.206 2.256 2.088 -0.167 -0.064 -0.017 0.657
C -2.645 3.159 3.051 0.065 -0.046 -0.016 -0.649
C -3.983 3.513 3.113 -0.043 -0.016 -0.016 -0.690
C -4.887 2.972 2.211 -0.011 0.025 0.028 -0.737
C -4.463 2.053 1.261 0.008 -0.043 0.026 -0.700
C -3.123 1.696 1.189 0.041 -0.027 0.062 0.154
S -2.682 0.432 0.010 0.084 -0.271 0.098 0.009
C -2.901 1.259 -1.601 0.167 0.018 -0.072 -0.800
C -1.699 1.215 -2.525 -0.085 -0.041 0.142 0.117
C -1.814 1.732 -3.808 -0.024 -0.002 0.003 -1.012
C -0.687 1.797 -4.604 0.025 -0.002 0.015 -0.672
C 0.529 1.353 -4.101 -0.027 -0.031 -0.052 -0.977
C 0.571 0.820 -2.827 -0.091 0.045 0.059 0.287
C 1.849 0.303 -2.232 0.041 0.093 -0.006 -0.488
S 2.143 0.768 -0.495 -0.220 -0.536 0.322 -0.111
C 2.371 2.531 -0.498 -0.009 0.063 -0.083 0.004
C 3.657 2.970 -0.786 -0.031 0.030 -0.044 -0.687
C 3.963 4.324 -0.763 0.015 -0.014 -0.016 -0.739
C 2.989 5.250 -0.430 -0.006 0.002 0.004 -0.682
C 1.715 4.820 -0.090 -0.024 -0.015 -0.008 -0.599
C 1.391 3.465 -0.127 0.248 -0.031 0.272 1.081
S -0.293 3.089 0.222 -0.182 0.390 -0.164 -0.210
N -0.541 0.740 -2.073 0.446 -0.033 -0.063 1.354
H -1.931 3.583 3.744 -0.004 0.018 -0.007 0.523
H -4.319 4.212 3.866 0.003 0.006 -0.002 0.440
H -5.932 3.247 2.256 -0.001 -0.003 0.004 0.440
H -5.182 1.598 0.592 0.009 -0.006 -0.006 0.535
H -3.151 2.299 -1.388 -0.004 0.010 -0.011 0.599
H -3.760 0.798 -2.088 -0.009 0.001 0.013 0.669
H -2.770 2.095 -4.160 0.001 0.003 -0.004 0.599
H -0.748 2.209 -5.603 0.000 -0.007 -0.003 0.452
H 1.432 1.411 -4.693 0.002 0.012 0.000 0.576
H 2.714 0.573 -2.835 -0.016 0.068 0.012 0.769
H 1.816 -0.787 -2.159 0.057 -0.046 -0.061 -0.225
H 4.425 2.244 -1.022 0.005 -0.004 0.009 0.551
H 4.969 4.649 -0.990 -0.005 -0.003 -0.021 0.424
H 3.223 6.305 -0.406 -0.001 0.000 0.011 0.426
H 0.958 5.536 0.201 0.014 -0.001 0.029 0.496
C -1.767 -2.424 -1.851 -0.089 0.357 -0.124 -1.382
Ge -0.675 -1.979 -0.319 0.428 -0.863 0.635 1.729
C -1.445 -2.636 1.332 -0.200 0.075 0.126 0.642
C -1.392 -4.027 1.451 0.020 0.031 0.011 -0.638
C -1.935 -4.657 2.561 0.009 -0.023 0.000 -0.756
C -2.521 -3.907 3.570 0.015 0.003 0.002 -0.581
C -2.562 -2.523 3.470 0.012 -0.011 0.001 -0.972
C -2.029 -1.894 2.354 0.007 0.019 -0.035 0.022
C 1.132 -2.638 -0.528 0.070 0.154 -0.184 1.013
C 1.444 -3.261 -1.715 0.050 0.039 -0.071 -0.877
C 2.760 -3.684 -2.000 -0.081 0.005 -0.026 -0.943
C 3.755 -3.446 -1.097 0.007 0.018 0.075 -0.895
C 3.479 -2.825 0.148 0.102 -0.038 -0.042 0.911
C 4.510 -2.602 1.097 -0.004 0.010 -0.043 -0.946
C 4.234 -2.044 2.309 -0.061 0.007 0.031 -0.711
C 2.903 -1.696 2.637 0.092 0.014 -0.005 -1.041
C 1.895 -1.890 1.739 -0.081 -0.017 -0.046 -0.279
C 2.153 -2.440 0.455 -0.130 -0.027 0.128 0.150
H -1.790 -3.516 -1.848 -0.055 -0.011 -0.065 0.537
H -1.362 -2.070 -2.797 0.032 -0.052 -0.002 0.416
H -2.787 -2.061 -1.736 -0.013 -0.053 0.027 0.384
H -0.913 -4.631 0.686 -0.019 -0.007 -0.007 0.366
H -1.895 -5.735 2.639 0.008 0.002 0.003 0.426
H -2.935 -4.400 4.439 -0.010 0.003 -0.002 0.407
H -3.008 -1.937 4.262 -0.001 0.008 -0.003 0.446
H -2.062 -0.810 2.305 0.002 -0.012 0.016 0.225
H 0.678 -3.437 -2.463 0.001 0.036 -0.019 0.436
H 2.975 -4.179 -2.938 -0.008 -0.024 0.011 0.437
H 4.773 -3.748 -1.312 0.004 0.014 -0.005 0.462
H 5.521 -2.893 0.842 -0.005 -0.024 0.009 0.444
H 5.022 -1.896 3.035 0.003 0.028 -0.009 0.448
H 2.684 -1.289 3.616 -0.001 -0.028 0.008 0.488
H 0.872 -1.677 2.032 0.048 0.080 -0.032 0.071

---

69
Properties=species:S:1:pos:R:3:forces:R:3:mulliken_charge:R:1 method="wB97M-V/def2-TZVPD" homo_lumo_gap_ev=6.96 charge=-1
C -2.008 3.083 1.249 0.070 -0.031 -0.293 -0.915
C -1.535 3.884 0.038 -0.816 0.072 -0.048 -0.553
N -1.217 3.043 -1.106 0.495 0.172 0.321 -0.266
B 0.093 2.217 -1.101 0.191 0.068 -1.175 0.119
C 0.475 2.033 -2.710 0.106 -0.386 0.371 -1.054
C 1.164 0.745 -3.213 -0.045 0.196 -0.649 -0.031
C 2.595 0.575 -2.776 -0.069 0.000 0.007 0.188
O 3.526 0.737 -3.509 0.236 -0.044 -0.153 -0.587
O 2.814 0.263 -1.447 -0.370 -0.124 0.150 -0.400
C 1.384 2.939 -0.380 -0.167 -0.035 0.537 -1.407
C 1.570 2.751 1.134 0.724 1.308 -0.647 0.182
C 2.896 3.198 1.666 -0.158 0.485 -0.295 0.350
F 4.004 2.776 1.011 0.041 -1.186 0.585 -0.310
C 3.106 3.866 2.799 0.254 -0.088 -0.195 0.044
F 4.043 3.552 3.699 0.874 0.692 -0.439 -0.269
F 2.464 4.960 3.183 -0.871 -0.497 0.621 -0.260
P -0.352 0.442 -0.180 -0.093 0.627 0.477 0.116
P -2.103 -0.442 -1.057 0.120 -1.010 1.160 0.898
O -2.677 -1.410 -0.101 -0.041 -0.002 -0.225 -0.775
O -3.198 0.669 -1.447 0.013 -0.400 -0.511 -0.499
O -1.770 -1.275 -2.434 -0.237 0.451 -0.326 -0.545
H -1.198 2.560 1.756 -0.093 0.097 0.113 0.095
H -2.705 2.314 0.906 -0.041 0.072 0.057 0.235
H -2.533 3.748 1.939 0.156 -0.127 0.176 0.407
H -0.747 4.601 0.333 0.161 -0.196 -0.004 0.274
H -2.391 4.514 -0.244 0.113 0.047 -0.079 0.468
H -1.209 3.634 -1.930 0.013 -0.058 -0.010 0.230
H 1.141 2.855 -3.013 -0.200 0.125 0.000 0.369
H -0.445 2.135 -3.304 0.032 -0.017 -0.019 0.441
H 1.248 0.805 -4.304 -0.001 -0.022 0.045 0.395
H 0.574 -0.155 -3.014 0.131 0.078 0.434 0.123
H 3.038 -0.671 -1.364 0.196 0.076 -0.053 0.328
H 1.258 4.020 -0.545 0.043 -0.053 -0.093 0.299
H 2.332 2.679 -0.860 -0.106 -0.155 -0.060 0.621
H 1.512 1.697 1.433 -0.309 0.058 0.061 0.244
H 0.853 3.367 1.687 -0.278 -0.510 0.074 0.093
H 0.585 -0.545 -0.546 -0.203 -0.124 -0.307 -0.140
H -3.128 0.975 -2.358 0.126 0.465 0.214 0.294
H -1.979 -0.796 -3.244 0.190 -0.056 -0.026 0.282
O 0.512 -5.040 -3.919 0.090 -0.092 -0.001 -0.652
S -0.376 -5.647 -2.971 -0.178 0.072 0.034 1.218
O -0.060 -6.945 -2.450 0.110 0.008 -0.016 -0.632
O -1.835 -5.693 -3.611 -0.053 -0.020 0.032 -0.259
C -1.963 -6.266 -4.926 -0.046 -0.107 -0.331 -0.380
C -1.923 -7.780 -4.912 0.112 -0.038 0.143 -0.982
C -0.737 -4.545 -1.660 -0.048 0.169 0.051 -0.716
H -1.193 -5.851 -5.579 0.061 0.029 0.091 0.343
H -2.927 -5.914 -5.291 -0.022 0.072 0.126 0.271
H -0.939 -8.147 -4.625 0.007 0.013 -0.011 0.298
H -2.159 -8.164 -5.906 -0.036 0.035 -0.007 0.382
H -2.645 -8.175 -4.197 -0.046 0.006 -0.043 0.262
H -1.015 -3.576 -2.071 -0.028 0.002 0.017 0.060
H 0.163 -4.457 -1.056 0.034 -0.039 -0.042 0.405
H -1.547 -4.960 -1.067 -0.006 -0.004 -0.009 0.348
O -1.134 1.397 3.976 -0.122 0.246 0.123 -0.495
S -0.641 0.700 5.120 0.183 -0.231 -0.128 1.181
O -0.913 1.197 6.437 -0.071 0.020 -0.024 -0.664
O 0.925 0.490 4.950 0.024 -0.028 0.141 -0.328
C 1.718 1.663 4.643 0.186 0.263 -0.110 0.196
C 1.961 2.538 5.854 -0.162 0.000 0.131 -1.117
C -1.105 -0.992 5.025 0.022 -0.091 -0.013 -0.958
H 1.240 2.217 3.833 -0.118 -0.109 0.063 -0.177
H 2.657 1.271 4.258 -0.061 -0.143 0.011 0.330
H 1.038 3.000 6.200 -0.015 0.001 -0.020 0.257
H 2.669 3.326 5.597 -0.037 -0.085 0.038 0.413
H 2.365 1.948 6.678 0.060 0.000 -0.023 0.302
H -0.864 -1.360 4.031 -0.020 0.033 -0.018 0.297
H -2.178 -1.033 5.197 -0.005 0.036 -0.015 0.372
H -0.574 -1.545 5.795 -0.004 0.015 0.012 0.341